Computed, not measured: one molecule with the formula C9H11N3 in a non-equilibrium geometry, with ωB97M-V with the def2-TZVPD basis set.

Geometry as XYZ:
```
23
Properties=species:S:1:pos:R:3
N -1.428 -0.254 -1.414
N 1.453 0.936 0.564
N -0.310 -0.679 2.228
C 0.967 -0.919 -1.510
C 2.281 -0.015 0.347
C 2.184 -1.131 -0.653
C -2.425 -0.331 -0.585
C -0.640 2.093 0.313
C 0.278 0.938 -0.071
C -0.148 -0.082 -0.892
C -1.135 -0.410 1.413
C -2.320 -0.528 0.821
H -0.839 2.801 -0.393
H 1.077 -0.380 -2.514
H -3.192 -0.760 1.476
H 1.959 -1.990 0.038
H 0.579 -0.066 2.512
H 3.346 0.091 0.828
H -1.586 1.669 0.571
H 0.474 -1.920 -1.976
H -3.403 -0.216 -0.966
H -0.228 2.551 1.112
H 3.055 -1.398 -1.249
```

Its SMILES is CC1=C(/N=C\C=C=N)CCC=N1. As for the relative energy (zero: lowest compared OMol25 entry of this formula, charge and spin): 117.1 kcal/mol. The total energy comes out at -513.6535 a.u. For the frontier orbital gap (alpha / beta), the calculation gives 0.2826 / 0.2826 Ha. The molecular weight is 161.208 g/mol. The highest occupied orbital energy (alpha / beta) is -0.27580 / -0.27579 hartree.


Computed, not measured: one molecule with the formula C5H9NO in a non-equilibrium geometry, with ωB97M-V with the def2-TZVPD basis set.

Geometry as XYZ:
```
16
Properties=species:S:1:pos:R:3
O 1.397 -1.773 0.512
N 1.867 0.835 -0.599
C -0.836 -2.562 0.440
C 0.219 -1.487 0.324
C -0.312 -0.089 0.085
C 0.063 2.428 -0.329
C 0.629 1.028 -0.290
H -1.056 -0.147 -0.718
H 0.465 3.005 0.507
H -1.425 -2.393 1.345
H -0.359 -3.544 0.502
H -1.028 2.404 -0.259
H 2.348 1.715 -0.811
H -0.830 0.214 1.003
H -1.485 -2.546 -0.439
H 0.344 2.910 -1.270
```

Its SMILES is [H]/N=C(\C)CC(C)=O. As for the relative energy (zero: lowest compared OMol25 entry of this formula, charge and spin): 32.2 kcal/mol. The total energy comes out at -325.8862 a.u. For the frontier orbital gap, the calculation gives 0.3622 Ha. The molecular weight is 99.133 g/mol. The highest occupied orbital energy is -0.33483 hartree.


Computed, not measured: one molecule with the formula C5H7NOS in a non-equilibrium geometry, with ωB97M-V with the def2-TZVPD basis set.

Geometry as XYZ:
```
15
Properties=species:S:1:pos:R:3
S 1.797 1.012 -0.897
O 0.245 -1.349 -1.685
N 2.666 0.436 0.933
C 0.128 0.716 -0.587
C -1.942 -0.484 -1.074
C -0.414 -0.482 -1.152
C 0.604 -0.550 1.953
C 1.782 -0.066 1.542
H -2.556 -0.186 -1.914
H -2.249 -1.507 -0.757
H 0.043 0.048 2.592
H -0.478 1.468 -0.196
H 0.463 -1.638 2.006
H 2.076 2.440 -0.578
H -2.167 0.142 -0.186
```

As for the relative energy (zero: lowest compared OMol25 entry of this formula, charge and spin): 17.4 kcal/mol. Its spin multiplicity is 3. The total energy comes out at -722.6804 a.u. Its expectation value of S² is 2.034. For the frontier orbital gap (alpha / beta), the calculation gives 0.2521 / 0.2305 Ha. The molecular weight is 129.184 g/mol. The highest occupied orbital energy (alpha / beta) is -0.23827 / -0.32915 hartree.


Computed, not measured: a 3-piece molecular cluster, C2H9NS overall in a non-equilibrium geometry, with ωB97M-V with the def2-TZVPD basis set.

Geometry as XYZ:
```
13
Properties=species:S:1:pos:R:3
S 0.133 -1.534 -1.350
N 0.081 2.039 -1.238
C -0.371 -2.008 0.373
C -0.504 -0.510 -0.007
H -1.499 -0.214 -0.240
H 0.744 2.782 -1.325
H 0.478 1.115 -1.129
H -0.493 2.038 -1.991
H 1.421 0.529 2.083
H 0.860 0.238 2.497
H -0.041 0.169 0.696
H -1.281 -2.663 0.565
H 0.470 -1.981 1.065
```

Its SMILES is [H][H].C1CS1.N. As for the relative energy (zero: lowest compared OMol25 entry of this formula, charge and spin): 53.3 kcal/mol. The total energy comes out at -534.4448 a.u. For the frontier orbital gap, the calculation gives 0.3648 Ha. The molecular weight is 79.168 g/mol. The highest occupied orbital energy is -0.32973 hartree.


Computed, not measured: C34H93BeF6N8O12P as an isolated structure in a non-equilibrium geometry, with ωB97M-V with the def2-TZVPD basis set.

Geometry as XYZ:
```
155
Properties=species:S:1:pos:R:3
P -0.975 1.423 0.839
F 0.404 2.066 1.536
F -2.255 0.721 -0.002
F -1.589 0.873 2.249
F -0.469 1.995 -0.540
F -1.889 2.764 1.147
F -0.167 0.008 0.681
O 7.035 5.568 3.016
O 6.278 5.211 1.080
O -5.307 10.460 1.793
O -8.618 -2.198 3.622
O -1.217 -5.947 -7.704
O 5.586 2.386 9.786
O -2.890 1.509 -10.419
O 0.444 -10.762 -1.727
O 8.618 0.877 -3.091
O -2.627 -2.487 8.544
O 7.091 7.236 1.501
O 0.879 9.522 -5.697
N 0.717 -7.728 -1.491
N -2.010 3.983 -9.299
N 7.433 -0.663 -0.867
N -0.082 -8.356 -8.711
N 7.994 2.234 11.592
N -3.990 -1.274 10.807
N 2.200 7.681 -4.049
N -7.381 0.068 4.677
C -1.764 -3.283 7.716
C -3.629 0.612 -11.305
C 9.315 1.579 -4.099
C 0.875 8.404 -2.037
C -3.726 2.313 -9.607
C -8.430 0.176 3.744
C 6.822 5.959 1.853
C -2.002 -8.868 -10.144
C -1.250 -7.738 -9.386
C -2.074 -6.860 -8.422
C -1.915 -2.145 9.752
C 5.741 1.558 10.998
C -2.632 -0.897 10.336
C 0.093 10.472 -6.365
C -3.984 4.021 -7.827
C -0.329 -8.570 -0.966
C 0.413 -11.458 -0.544
C -1.833 -0.272 11.512
C -5.808 9.189 2.136
C -8.390 1.537 3.045
C -1.785 -4.784 -6.961
C 9.494 0.331 -2.013
C -8.357 -1.033 2.789
C 7.192 1.063 11.212
C 7.240 0.142 12.451
C 0.596 9.560 -4.320
C -1.613 -7.669 -0.933
C -8.942 -3.422 3.001
C 0.941 8.224 -3.559
C 8.771 -0.915 -1.455
C 8.932 -2.130 -2.372
C 4.730 1.755 8.965
C -2.945 3.131 -8.566
C -0.540 -9.778 -1.858
Be 4.217 2.027 -2.650
H 7.543 -0.092 -0.042
H -4.755 3.486 -7.272
H -4.647 10.812 2.395
H 8.855 1.869 11.974
H 8.165 -0.433 12.482
H -0.484 9.674 -4.224
H -9.330 -4.199 3.660
H 1.535 9.226 -1.758
H -0.974 -2.560 7.514
H 0.086 7.593 -3.804
H -7.908 2.340 3.602
H -1.549 -10.164 -1.717
H 10.108 2.170 -3.640
H -1.675 -3.913 -7.607
H 0.567 -6.939 -0.879
H -6.653 8.980 1.479
H -1.663 -1.017 12.289
H -0.506 -9.148 -8.249
H 4.725 2.328 8.038
H 0.506 -8.798 -9.404
H -2.774 -4.931 -6.526
H -1.122 -4.711 -6.099
H -9.631 -3.183 2.191
H 10.001 -2.315 -2.473
H -0.545 -9.291 -2.833
H 2.833 8.442 -3.847
H -8.002 -3.788 2.588
H 1.530 -8.144 -1.057
H -0.145 8.644 -1.736
H 5.429 2.152 11.857
H -4.449 1.674 -9.099
H 5.150 0.651 10.863
H -9.405 1.797 2.742
H -0.026 -8.856 0.041
H -2.199 -8.064 -0.103
H -4.942 8.529 2.189
H -9.306 0.196 4.392
H -6.541 0.141 4.121
H 1.173 7.498 -1.510
H -7.370 -1.120 2.336
H 9.381 -1.122 -0.576
H -2.370 -9.687 -9.526
H 7.205 0.654 13.412
H -3.024 -0.141 -11.810
H -3.707 4.850 -7.177
H 2.173 7.918 -5.031
H -7.493 0.924 5.200
H -4.344 0.060 -10.695
H 0.581 10.677 -7.317
H -2.605 4.523 -9.911
H 8.533 2.230 -4.488
H -2.668 -7.428 -7.706
H -0.931 0.258 11.209
H -2.147 -7.586 -1.880
H -4.285 3.009 -10.233
H 7.701 2.608 12.484
H 0.802 -12.474 -0.600
H 6.386 -0.534 12.408
H 7.596 0.654 10.285
H 1.115 -11.182 0.242
H 10.499 0.172 -2.404
H -2.349 -3.500 6.823
H -4.393 -0.488 11.297
H -1.370 -6.674 -0.562
H -4.012 -1.936 11.570
H 8.551 -1.924 -3.372
H -0.116 11.332 -5.729
H 9.517 1.111 -1.252
H -0.583 -11.669 -0.156
H -2.451 2.459 -7.864
H -2.793 -6.355 -9.066
H -4.534 4.533 -8.617
H -1.403 -9.250 -10.970
H -2.802 -0.150 9.560
H -4.125 1.121 -12.132
H -2.897 -8.452 -10.607
H -1.416 -4.254 8.069
H -2.422 0.509 11.993
H 5.129 0.789 8.658
H -9.005 -0.880 1.925
H 9.666 0.960 -4.925
H 3.738 1.821 9.412
H -0.903 -1.947 9.398
H -0.907 10.077 -6.545
H -7.830 1.549 2.110
H -0.753 -7.177 -10.178
H 7.026 -1.501 -0.476
H 8.503 -3.035 -1.942
H 1.185 10.401 -3.955
H 6.802 7.352 0.593
H -6.240 9.304 3.130
H -1.494 4.605 -8.694
H -1.964 -3.054 10.352
```

The total energy comes out at -3646.8868 a.u. For the frontier orbital gap, the calculation gives 0.0347 Ha. The molecular weight is 960.136 g/mol. The highest occupied orbital energy is -0.31945 hartree.


Computed, not measured: C2H2IN as an isolated structure in a non-equilibrium geometry, with ωB97M-V with the def2-TZVPD basis set.

Geometry as XYZ:
```
6
Properties=species:S:1:pos:R:3
I -2.493 -0.149 -0.113
N 0.539 -0.114 0.094
C -0.875 1.186 0.243
C 1.330 -0.947 0.135
H 2.000 -1.637 0.248
H -0.501 1.661 -0.607
```

As for the relative energy (zero: lowest compared OMol25 entry of this formula, charge and spin): 94.1 kcal/mol. The total energy comes out at -429.6753 a.u. For the frontier orbital gap, the calculation gives 0.3079 Ha. The molecular weight is 166.949 g/mol. The highest occupied orbital energy is -0.29057 hartree.


Computed, not measured: C17H13ClI2N3O6SSeTa as an isolated structure in a non-equilibrium geometry, with ωB97M-V with the def2-TZVPD basis set.

Geometry as XYZ:
```
45
Properties=species:S:1:pos:R:3
Ta 0.606 0.127 0.396
I 1.597 2.807 1.073
I 4.813 -0.603 -2.891
Se -1.675 -2.120 -0.595
Cl 1.945 3.304 -5.684
S 0.163 -0.167 3.013
O -1.955 -3.659 -0.412
O -2.123 -1.384 -1.921
O -2.797 -1.333 0.570
O 2.060 -0.218 -1.034
O -0.121 -1.809 -0.180
O 2.100 -1.177 1.184
N -1.366 0.539 0.692
N 1.834 -1.999 2.232
N -0.019 1.223 -1.529
C -1.355 2.645 -2.852
C -4.014 1.964 1.453
C 1.709 -3.576 4.577
C -0.326 2.779 -3.772
C 2.638 -3.766 3.513
C -1.148 1.882 -1.701
C 2.647 -3.097 2.336
C -3.752 0.536 1.764
C 3.137 1.532 -4.143
C -2.477 0.012 0.997
C 2.004 2.220 -4.329
C 0.884 2.158 -3.557
C 0.921 1.303 -2.465
C 0.990 -1.627 3.226
C 3.168 0.626 -3.040
C 2.049 0.472 -2.153
C 0.863 -2.579 4.322
H 3.230 -3.333 1.470
H -5.062 2.230 1.759
H -2.313 3.202 -2.880
H 3.330 -4.577 3.618
H -1.921 1.742 -0.906
H -4.551 -0.103 1.361
H 3.953 1.618 -4.853
H 1.682 -4.063 5.540
H 0.028 -2.407 4.981
H -3.610 0.385 2.869
H -0.456 3.454 -4.592
H -3.375 2.618 2.088
H -3.935 2.219 0.454
```

As for the relative energy (zero: lowest compared OMol25 entry of this formula, charge and spin): 22.2 kcal/mol. Its spin multiplicity is 2. The total energy comes out at -5183.6572 a.u. Its expectation value of S² is 0.763. For the frontier orbital gap (alpha / beta), the calculation gives 0.2140 / 0.2739 Ha. As for the net charge: -1. The molecular weight is 936.542 g/mol. The highest occupied orbital energy (alpha / beta) is -0.13030 / -0.19592 hartree.


Computed, not measured: a 2-piece molecular cluster, C2HCl4NO2 overall in a non-equilibrium geometry, with ωB97M-V with the def2-TZVPD basis set.

Geometry as XYZ:
```
10
Properties=species:S:1:pos:R:3
Cl 0.038 1.521 -0.630
Cl 0.543 -1.791 2.038
Cl -1.536 0.256 1.660
Cl 0.962 1.143 2.861
O -0.285 -1.314 -2.850
O -1.185 0.609 -2.339
N -1.179 -0.495 -2.770
C 0.261 -0.021 1.695
C 0.758 0.291 0.323
H 1.623 -0.200 0.010
```

As for the relative energy (zero: lowest compared OMol25 entry of this formula, charge and spin): 59.1 kcal/mol. The total energy comes out at -2122.5959 a.u. For the frontier orbital gap (alpha / beta), the calculation gives 0.3414 / 0.2559 Ha. The molecular weight is 212.847 g/mol. The highest occupied orbital energy (alpha / beta) is -0.37966 / -0.32571 hartree.


Computed, not measured: one molecule with the formula C6H10O, with ωB97M-V with the def2-TZVPD basis set.

Geometry as XYZ:
```
17
Properties=species:S:1:pos:R:3
O 1.646 -1.077 -0.874
C 1.831 1.176 -0.066
C -0.618 0.662 -0.428
C 2.329 -0.149 -0.483
C -0.864 -0.377 0.680
C -1.851 -1.452 0.246
C 0.542 1.550 -0.084
H -2.844 -1.033 0.046
H 0.091 -0.847 0.929
H -1.495 -1.940 -0.669
H 3.431 -0.268 -0.427
H -1.523 1.262 -0.584
H -0.404 0.126 -1.359
H -1.218 0.132 1.586
H 2.592 1.884 0.255
H 0.313 2.573 0.217
H -1.957 -2.223 1.016
```

Its SMILES is CCC/C=C\C=O. As for the relative energy (zero: lowest compared OMol25 entry of this formula, charge and spin): 11.1 kcal/mol. The total energy comes out at -309.8246 a.u. For the frontier orbital gap, the calculation gives 0.3664 Ha. The molecular weight is 98.145 g/mol. The highest occupied orbital energy is -0.35948 hartree.


Computed, not measured: one molecule with the formula C22H18N8OS in a non-equilibrium geometry, with ωB97M-V with the def2-TZVPD basis set.

Geometry as XYZ:
```
50
Properties=species:S:1:pos:R:3
S -1.337 2.002 -0.023
O 1.055 -5.821 3.302
N 3.857 1.999 0.904
N -1.021 4.283 -1.079
N 2.031 -6.664 1.423
N -6.676 2.413 -0.591
N 0.233 3.953 -0.620
N -3.260 3.428 -1.206
N 1.364 0.712 0.658
N 3.004 4.001 0.279
C 2.334 -6.444 0.038
C 3.368 -2.347 1.292
C -3.410 5.348 -2.832
C 1.490 2.043 0.357
C 3.698 0.702 1.133
C -5.615 6.228 -3.314
C 3.163 -3.714 1.635
C -6.077 3.243 -1.174
C -1.927 3.362 -0.874
C 1.840 -8.034 1.872
C 0.796 -3.324 1.767
C -4.203 6.349 -3.445
C 1.893 -4.205 1.832
C 2.769 2.663 0.514
C 1.622 -5.591 2.235
C 2.263 -1.426 1.309
C -5.393 4.265 -1.881
C -3.988 4.360 -1.957
C 0.984 -1.956 1.572
C 0.267 2.764 -0.088
C 2.456 0.004 1.045
C -6.172 5.149 -2.610
H 3.996 4.245 0.255
H 2.339 4.486 -0.314
H -7.275 5.077 -2.556
H 0.799 -8.316 1.815
H 2.440 -8.744 1.258
H -3.699 7.156 -4.038
H 1.595 -5.772 -0.391
H 3.363 -6.032 -0.042
H 2.322 -7.366 -0.559
H -3.791 2.672 -0.786
H -6.270 6.982 -3.755
H -2.350 5.312 -3.031
H -0.227 -3.675 1.890
H 0.130 -1.298 1.564
H 4.592 0.159 1.414
H 4.389 -2.074 1.119
H 4.050 -4.389 1.760
H 2.189 -8.169 2.924
```

Its SMILES is CN(C)C(=O)c1ccc(-c2cnc(N)c(-c3nnc(Nc4ccccc4C#N)s3)n2)cc1. The total energy comes out at -1760.6291 a.u. For the frontier orbital gap, the calculation gives 0.2800 Ha. The molecular weight is 442.508 g/mol. The highest occupied orbital energy is -0.29747 hartree.


Computed, not measured: a 2-piece molecular cluster, C19H42FN2O2P overall, with ωB97M-V with the def2-TZVPD basis set.

Geometry as XYZ:
```
67
Properties=species:S:1:pos:R:3
P 1.956 -0.897 1.379
F 1.616 -2.080 -1.305
O -3.497 3.826 -3.124
O -0.487 -0.068 2.272
N 3.391 -1.109 2.175
N -3.252 2.967 -2.048
C -1.440 1.846 -3.389
C 0.868 0.143 2.439
C -1.340 2.972 -0.426
C -2.313 5.092 -1.199
C -2.414 0.824 -1.301
C 4.214 -3.517 0.764
C -2.642 3.639 -0.889
C 5.704 -3.117 0.706
C 2.270 -0.075 -0.208
C -3.658 3.610 0.269
C -2.702 1.713 -2.510
C 3.533 -2.341 2.978
C 3.680 -3.658 2.186
C -1.295 -3.504 0.948
C -0.967 -1.403 2.386
C -1.293 -1.969 1.002
C -3.781 1.031 -3.350
C -1.422 1.448 -0.311
C 1.494 -0.702 -1.364
H 1.060 1.164 2.103
H -1.887 5.568 -0.307
H -1.594 5.166 -2.014
H 2.748 -4.223 2.193
H -1.678 1.155 0.705
H -4.712 0.978 -2.784
H 1.965 0.967 -0.106
H -0.268 -2.032 2.949
H 6.228 -3.740 -0.014
H 4.091 -4.485 0.280
H -2.036 -0.149 -1.642
H -3.362 0.620 -0.794
H -0.418 1.038 -0.495
H 3.622 -2.825 0.165
H -0.703 -3.845 0.100
H -3.968 1.597 -4.260
H -2.303 -3.876 0.779
H -3.474 0.012 -3.624
H -0.560 -1.566 0.299
H -0.550 3.235 -1.135
H -1.028 3.402 0.536
H 6.185 -3.244 1.673
H -1.881 -1.358 2.978
H 5.831 -2.088 0.372
H 1.905 -0.355 -2.310
H 1.386 -2.138 1.102
H 4.396 -4.269 2.737
H -1.665 2.471 -4.251
H -3.281 4.129 1.162
H 1.218 0.053 3.472
H 0.443 -0.430 -1.338
H -0.902 -3.950 1.860
H 4.404 -2.196 3.612
H -1.108 0.863 -3.749
H -2.240 -1.542 0.687
H -3.905 2.583 0.549
H -0.607 2.307 -2.853
H 4.190 -0.924 1.584
H -3.205 5.638 -1.495
H 3.344 -0.081 -0.397
H -4.578 4.098 -0.051
H 2.670 -2.401 3.641
```

The total energy comes out at -1450.1063 a.u. For the frontier orbital gap, the calculation gives 0.0956 Ha. The molecular weight is 380.529 g/mol. The highest occupied orbital energy is -0.11835 hartree.